Run i
Below is a molecular structure, C18H21BF6N5O5S2Ti, with properties calculated with wB97M-V/def2-TZVPD.

Values from the calculation:
HOMO (alpha / beta): -0.12531 / -0.16593 Eh
Expectation value of S²: 2.014

```
! RIJCOSX wB97M-V def2-TZVPD def2/J DEFGRID3
* xyz -1 3
Ti 0.1173 -0.2344 -0.0444
B 0.0273 -2.1279 2.1723
N -0.6312 -2.9506 1.0379
C -1.4062 -4.0417 1.0434
C -1.9749 -4.1755 -0.2108
C -1.4948 -3.0741 -0.9303
N -0.6866 -2.3508 -0.1639
N -0.9965 -1.0423 2.5821
C -1.8409 -0.9168 3.6142
C -2.6848 0.1489 3.3548
C -2.2700 0.6287 2.1086
N -1.2617 -0.1039 1.6549
H 0.9826 -1.5485 1.6550
H 0.3478 -2.8135 3.1072
H -1.4920 -4.6492 1.9290
H -2.6295 -4.9560 -0.5576
H -1.6652 -2.7849 -1.9541
H -1.7761 -1.5846 4.4568
H -3.4643 0.5408 3.9845
H -2.6198 1.4787 1.5450
C -0.1275 2.1272 -3.0614
C -1.1967 1.3825 -2.3388
C -2.5734 1.2495 -2.8909
O -0.8778 0.6839 -1.2739
H -0.3321 2.1559 -4.1345
H 0.8374 1.6404 -2.9034
H -0.0331 3.1659 -2.7160
H -2.9919 2.2188 -3.1796
H -3.2241 0.7940 -2.1444
H -2.5834 0.6124 -3.7874
F 1.6959 -3.8823 -1.2559
C 1.7211 -3.5086 -2.5295
F 2.8269 -3.9732 -3.0979
F 0.6756 -4.0648 -3.1542
S 1.5961 -1.6429 -2.7256
O 0.2104 -1.4080 -2.9983
O 2.5747 -1.3028 -3.7124
N 1.9207 -1.0323 -1.2706
S 3.4460 -1.0490 -0.7576
O 4.1789 -2.1648 -1.2752
O 3.4597 -0.7684 0.6407
C 4.2317 0.4519 -1.5583
F 4.9988 0.0903 -2.5810
F 3.3136 1.3127 -1.9986
F 4.9969 1.0725 -0.6588
C 1.3109 1.4758 0.7628
C 0.4443 2.4267 1.4731
C 0.3516 2.4390 2.8739
C -0.5157 3.2859 3.5425
C -1.3296 4.1688 2.8405
C -1.2477 4.1827 1.4527
C -0.3806 3.3313 0.7855
H 2.1291 1.1146 1.3852
H 1.7245 1.9238 -0.1467
H 0.9702 1.7486 3.4382
H -0.5630 3.2550 4.6255
H -2.0070 4.8338 3.3617
H -1.8691 4.8654 0.8829
H -0.3428 3.3456 -0.2986
*
```

***

Run ii
Below is a molecular structure, C18H21BF6N5O5S2Ti, with properties calculated with wB97M-V/def2-TZVPD.

Values from the calculation:
HOMO (alpha / beta): -0.16665 / -0.21714 Eh
Expectation value of S²: 2.041

```
! RIJCOSX wB97M-V def2-TZVPD def2/J DEFGRID3
* xyz -1 3
Ti -0.8816 0.3101 -1.0204
B -0.7807 -1.9656 1.9485
N -1.9980 -1.8839 0.9872
C -3.0427 -2.7115 1.0709
C -4.1067 -2.1685 0.3705
C -3.6036 -0.9731 -0.1321
N -2.3356 -0.7996 0.2506
N 0.5295 -1.4423 1.2929
C 1.7458 -1.7083 1.7851
C 2.6388 -0.7599 1.3216
C 1.8582 0.0823 0.5334
N 0.5936 -0.3396 0.5161
H -1.0260 -1.2917 2.9252
H -0.6197 -3.1324 2.2360
H -2.9605 -3.6201 1.6437
H -5.0891 -2.5836 0.2289
H -4.0644 -0.2544 -0.7847
H 1.8796 -2.5345 2.4641
H 3.6897 -0.6771 1.5356
H 2.1340 0.9660 -0.0161
C 0.7431 -3.6415 -1.8562
C 0.0174 -2.4784 -2.4645
C 0.0381 -2.3097 -3.9506
O -0.5500 -1.6849 -1.7399
H 0.6466 -4.5396 -2.4660
H 0.3919 -3.8096 -0.8405
H 1.8036 -3.3749 -1.8178
H -0.4737 -3.1590 -4.4102
H 1.0725 -2.3261 -4.3011
H -0.4355 -1.3738 -4.2300
F -2.4138 0.4533 -2.1563
C -3.7533 2.4970 -2.1191
F -4.8689 1.8021 -2.1658
F -3.4826 2.5632 -0.8425
S -0.0755 3.3615 -1.5708
O -0.1101 2.0068 -0.7223
O 0.6008 4.3435 -0.7299
N 1.0610 2.9612 -2.7445
S 1.0684 1.6221 -3.4651
O 0.0515 0.6604 -3.0049
O 1.2129 1.6783 -4.8911
C 2.6748 0.7654 -2.9649
F 2.4257 -0.4616 -2.4593
F 3.3492 1.4505 -2.0411
F 3.4848 0.5950 -4.0146
C -1.3552 2.1433 2.3111
C -0.0639 2.1429 2.8602
C 0.9328 3.0252 2.3722
C 2.2031 3.0159 2.9095
C 2.5324 2.1399 3.9428
C 1.5687 1.2609 4.4333
C 0.2944 1.2572 3.9067
H -1.6069 2.8268 1.5131
H -2.1037 1.4390 2.6489
H 0.6968 3.6833 1.5453
H 2.9518 3.6897 2.5106
H 3.5342 2.1341 4.3546
H 1.8228 0.5678 5.2267
H -0.4469 0.5605 4.2767
*
```

***

Tell me which of them is the least stable. Sure, it is run ii.

***

Run i
Below is a single C4H6N2O3 molecule, with properties calculated with wB97M-V/def2-TZVPD.

Values from the calculation:
HOMO: -0.34875 Eh
SMILES: [H]/N=C\N(O)/C=C\C(=O)O

```
! RIJCOSX wB97M-V def2-TZVPD def2/J DEFGRID3
* xyz 0 1
C 0.9192 0.7006 -2.3036
C -0.6706 0.7357 -0.4467
C -1.1542 0.6657 0.7968
C -0.7892 -0.0863 2.0294
H 1.5763 -0.7972 0.1884
H 0.7528 1.9421 -2.4408
H 1.8646 -0.9231 -3.2868
H -1.1912 1.3561 -1.3158
H -1.9578 1.1426 1.3913
H -0.1610 -1.5300 0.8674
N 0.5319 0.2975 -1.0273
N 1.5074 0.0587 -3.4133
O 1.0572 -0.9639 -0.5630
O -0.1947 -1.2073 1.9124
O -1.4862 0.1989 3.0538
*
```

***

Run ii
Below is a single C4H6N2O3 molecule, with properties calculated with wB97M-V/def2-TZVPD.

Values from the calculation:
HOMO: -0.34500 Eh
SMILES: O=CN/N=C/CC(=O)O

```
! RIJCOSX wB97M-V def2-TZVPD def2/J DEFGRID3
* xyz 0 1
C -2.0443 0.4599 1.2448
C -0.7413 1.2271 0.7409
C 0.1020 0.4830 -0.2067
C 2.0374 -0.6801 -1.4430
H -1.1956 -1.0699 0.8280
H -0.0980 1.2971 1.7869
H -1.1137 2.1789 0.2408
H 0.7338 1.1038 -1.0079
H 1.0115 -2.2921 -0.8525
H 2.5525 -1.5585 -2.0956
N 0.1997 -0.8114 -0.0152
N 1.2779 -1.3712 -0.5931
O -2.0175 -0.8045 1.3775
O -2.8423 1.2860 1.7639
O 2.1380 0.5521 -1.7687
*
```

***

Tell me which of them is the least stable. Sure, it is run i.

***

Run i
Below is a molecular structure, C3H6NO, with properties calculated with wB97M-V/def2-TZVPD.

Values from the calculation:
HOMO: -0.57136 Eh

```
! RIJCOSX wB97M-V def2-TZVPD def2/J DEFGRID3
* xyz 1 1
C 1.4249 0.4943 0.1055
C -0.8116 -0.0512 -0.7298
C -0.0602 0.4826 0.3888
N -0.5818 -0.8799 0.4571
O 1.9877 -0.5172 0.0481
H 1.8216 1.7572 -0.3231
H -1.7953 0.2202 -1.0259
H -0.3612 -0.2448 -1.7040
H -0.6506 1.2870 1.0612
H -1.3041 -1.1627 1.2632
H 0.3305 -1.3856 0.4590
*
```

***

Run ii
Below is a gas-phase ion, C3H6NO (charge +1), with properties calculated with wB97M-V/def2-TZVPD.

Values from the calculation:
HOMO: -0.55542 Eh
SMILES: O=C1C[NH2+]C1

```
! RIJCOSX wB97M-V def2-TZVPD def2/J DEFGRID3
* xyz 1 1
C 0.3888 -0.7331 1.0135
C 1.0142 -0.0923 -0.5620
C -0.8667 -0.1246 0.6077
N -0.3227 0.7683 -0.4700
O 0.9771 -1.3580 1.8205
H 1.9827 0.4686 -0.8993
H 0.8719 -0.8248 -1.2704
H -1.2933 -0.9352 0.0451
H -1.7313 0.3001 1.2148
H -0.0268 1.6934 -0.1304
H -0.9939 0.8376 -1.3695
*
```

***

Tell me which of them is the least stable. Sure, it is run i.

***

Run i
Below is a single C5H13INP molecule, with properties calculated with wB97M-V/def2-TZVPD.

Values from the calculation:
HOMO: -0.31799 Eh
SMILES: CN(PI)C(C)(C)C

```
! RIJCOSX wB97M-V def2-TZVPD def2/J DEFGRID3
* xyz 0 1
C 1.6079 0.6534 -0.8473
C 1.1983 -1.5218 0.2676
C -0.4736 -0.6476 -1.3894
C -0.8070 1.6339 0.5731
C 0.5117 -0.2676 -0.2777
N -0.0954 0.4206 0.8429
P -1.4496 -0.8686 1.9422
I -3.6704 -0.3452 1.1342
H 2.1793 0.1182 -1.5998
H 1.1870 1.5395 -1.3107
H 2.2794 0.9598 -0.0496
H 1.8547 -1.9542 -0.4850
H 0.4691 -2.2745 0.5625
H 1.7907 -1.2529 1.1406
H 0.0445 -1.1865 -2.1783
H -1.2589 -1.2889 -0.9874
H -0.9366 0.2348 -1.8261
H -1.1430 2.0605 1.5207
H -0.1362 2.3535 0.1061
H -1.6817 1.5217 -0.0818
H -1.4702 0.1118 2.9433
*
```

***

Run ii
Below is a single C5H13INP molecule, with properties calculated with wB97M-V/def2-TZVPD.

Values from the calculation:
HOMO: -0.32621 Eh
SMILES: CCNP(C)[C@@H](C)I

```
! RIJCOSX wB97M-V def2-TZVPD def2/J DEFGRID3
* xyz 0 1
C -0.0583 -3.4887 0.0035
C -1.4274 2.7657 0.2071
C 1.5829 1.8553 -0.4389
C 0.6911 -2.2251 -0.5744
C -1.0964 1.2983 0.4785
N 0.3755 -1.0368 0.2095
P 0.0640 0.3428 -0.7874
I -3.0478 0.3736 0.6734
H 0.4302 -3.8072 0.9785
H -1.1121 -3.2597 0.3053
H 0.0983 -4.2065 -0.7107
H -1.9233 2.8580 -0.7160
H -0.5449 3.2871 0.0570
H -1.9501 3.2671 1.0225
H 1.0928 2.8141 -0.6356
H 2.5039 1.7861 -1.0655
H 1.8483 1.7409 0.5436
H 1.8485 -2.3626 -0.4503
H 0.4710 -2.2261 -1.6424
H -0.6774 1.1640 1.4999
H 0.8310 -0.9403 1.0425
*
```

***

Tell me which of them is the least stable. Sure, it is run ii.